(1)
DFT (ωB97M-V/def2-TZVPD) results for C25H34HgNO2Si as an isolated structure at a distorted geometry.

Last column: Mulliken charge in e.
Atoms and positions in Å:
C  -2.486  -1.379  0.976  0.3889
C  -2.374  -1.159  -0.427  -1.3397
C  -1.147  -1.786  -0.875  -0.4575
H  -3.063  -0.534  -1.022  0.3205
C  -0.490  -2.397  0.275  -0.6025
C  -1.345  -2.147  1.434  -0.6073
H  0.451  -2.980  0.293  0.4169
C  -1.157  2.128  1.697  0.0761
C  -1.924  1.966  0.483  -1.1418
C  -1.009  2.125  -0.617  -0.1628
H  -2.966  1.641  0.397  0.3540
C  0.318  2.304  -0.055  -0.8272
C  0.230  2.255  1.386  -0.9498
H  -0.850  -1.925  -1.917  0.3350
H  -0.972  -2.325  2.435  0.1234
H  -3.302  -0.913  1.499  0.2991
H  1.066  2.332  2.112  0.2465
H  -1.237  2.065  -1.695  0.2603
H  -1.485  2.180  2.716  0.4916
Hg  -0.132  0.013  0.501  2.3335
C  1.594  2.658  -0.797  2.6424
C  2.076  4.032  -0.285  -1.8806
C  1.335  2.711  -2.317  -2.2709
H  1.239  4.745  -0.285  0.3937
H  2.866  4.412  -0.947  0.4915
H  2.475  3.949  0.738  0.3302
H  0.719  3.597  -2.542  0.4848
H  0.813  1.805  -2.666  0.2991
H  2.300  2.798  -2.837  0.3971
C  2.697  1.596  -0.463  -1.1901
C  2.470  0.230  -1.126  0.4022
H  2.798  1.492  0.643  0.2442
H  3.662  1.961  -0.859  0.3045
O  1.439  -0.487  -1.079  -0.8039
N  3.465  -0.403  -1.770  -0.0721
C  3.363  -1.864  -1.956  -1.1973
H  4.092  0.181  -2.286  0.3177
C  2.320  -2.323  -2.967  0.9277
C  1.652  -3.550  -2.805  -0.3068
H  1.866  -4.153  -1.911  0.2794
C  0.721  -3.969  -3.770  -0.5580
H  0.196  -4.922  -3.635  0.3421
C  0.477  -3.174  -4.905  -0.4207
H  -0.244  -3.505  -5.666  0.3438
C  1.168  -1.958  -5.071  -0.6289
H  0.997  -1.327  -5.950  0.3622
C  2.100  -1.538  -4.109  -0.1961
H  2.660  -0.596  -4.229  0.2615
H  3.199  -2.380  -0.989  0.3175
H  4.362  -2.100  -2.327  0.3980
C  -1.257  0.714  5.179  -1.1503
Si  -2.480  0.042  3.975  0.5316
C  -2.973  -1.700  4.269  -1.1126
C  -3.903  1.130  3.529  -1.1725
O  -1.337  -0.036  2.806  -0.5347
H  -1.874  0.683  6.075  0.3695
H  -0.923  1.713  4.908  0.2528
H  -0.404  0.034  5.214  0.1863
H  -3.533  -1.539  5.188  0.4286
H  -3.590  -2.125  3.486  0.3088
H  -2.091  -2.315  4.430  0.1988
H  -3.640  2.158  3.291  0.3355
H  -4.556  0.751  2.744  0.2985
H  -4.440  1.111  4.479  0.4882

Orbital gap   4.72 eV
LUMO   2.3 eV
Charge   -1
E_HOMO   -0.0878 Eh
Spin multiplicity   1

---

(2)
DFT (ωB97M-V/def2-TZVPD) results for a 2-piece molecular cluster, C6H17N2 overall at a distorted geometry.

Last column: Mulliken spin population.
Atoms and positions in Å:
N  2.686  -1.212  1.669  -0.0121
C  1.996  -0.956  0.377  0.0007
C  2.978  -0.586  -0.715  -0.0001
C  0.898  0.104  0.483  0.0094
N  -1.502  1.811  -0.079  0.8361
C  -1.760  -0.025  -1.674  0.1354
C  -2.486  0.853  -0.624  0.0132
C  -2.862  -0.010  0.584  0.0111
H  1.980  -1.186  2.416  0.0002
H  -0.701  1.278  0.332  -0.0090
H  3.279  -0.402  1.909  0.0005
H  1.571  -1.959  0.260  0.0024
H  3.635  -1.450  -0.869  0.0001
H  2.531  -0.303  -1.675  0.0000
H  3.696  0.206  -0.477  -0.0001
H  0.319  -0.024  1.387  -0.0021
H  1.180  0.965  -0.160  0.0016
H  -1.011  2.362  -0.811  -0.0103
H  -0.861  -0.427  -1.189  0.0054
H  -1.413  0.582  -2.527  -0.0048
H  -2.457  -0.735  -2.107  0.0173
H  -3.346  1.426  -0.929  0.0104
H  -3.768  -0.619  0.532  0.0002
H  -1.998  -0.643  0.810  -0.0008
H  -3.086  0.677  1.412  -0.0048

Orbital gap (alpha / beta)   6.86 / 6.30 eV
LUMO (alpha / beta)   -12.1 / -12.7 eV
Charge   +2
E_HOMO (alpha / beta)   -0.6980 / -0.6993 Eh
Spin multiplicity   2
Expectation value of S²   0.7549

---

(3)
DFT (ωB97M-V/def2-TZVPD) results for a 2-piece molecular cluster, C3H5NO2 overall.

Last column: Mulliken charge in e.
Atoms and positions in Å:
H  -2.042  -0.257  -1.512  0.2660
N  -1.450  0.353  -0.947  -0.5970
C  -0.562  -0.291  -0.345  0.5507
O  -0.260  -1.638  -0.319  -0.3738
C  0.868  -1.485  0.577  -0.2178
C  0.589  0.023  0.609  0.3945
O  1.054  0.983  1.138  -0.4596
H  1.808  -1.780  0.104  0.2277
H  0.716  -2.013  1.522  0.2281
H  -0.189  3.311  -0.208  0.1365
H  -0.533  2.795  -0.619  -0.1554

Orbital gap   10.31 eV
LUMO   -0.2 eV
Charge   0
E_HOMO   -0.3880 Eh
Spin multiplicity   1
SMILES   [H]/N=C1\OCC1=O.[H][H]

---

It is found that the E values, taken in the order of the records, are -44110.90351, -9453.83723, -8774.67386 eV.